1.
40
Properties=species:S:1:pos:R:3:nbo_charge:R:1 method="wB97M-V/def2-TZVPD" orbital_gap_ev="6.14 / 7.37" charge=+2 spin_multiplicity=2
Mn 0.9673 0.5610 0.8166 1.206
C -3.5673 2.9908 -1.3970 -0.647
C -2.3695 3.0249 -0.4948 0.008
C -2.0528 4.1429 0.2764 -0.093
C -0.9475 4.1539 1.1201 -0.236
C -0.1926 3.0103 1.1473 0.162
Br 1.3728 2.7565 2.2083 0.278
N -0.4691 1.9308 0.4287 -0.465
C -1.5301 1.9233 -0.3873 0.069
H -3.8581 3.9954 -1.6961 0.250
H -4.4158 2.5383 -0.8809 0.254
H -3.3713 2.4063 -2.2944 0.244
H -2.6768 5.0262 0.2157 0.259
H -0.6883 5.0141 1.7205 0.274
H -1.6902 1.0206 -0.9645 0.237
C 0.9094 -4.2828 -1.9211 -0.425
N 1.2140 -3.3212 -0.8406 -0.376
C 1.9681 -3.7079 0.2071 0.190
C 2.3202 -2.8907 1.2506 -0.394
C 1.8349 -1.5910 1.1409 0.602
O 2.0231 -0.5469 1.9055 -0.557
N 1.0545 -1.2137 0.1120 -0.585
C 0.7062 -2.0144 -0.9525 0.778
O 0.0398 -1.6242 -1.8776 -0.575
H 1.8382 -4.6402 -2.3587 0.235
H 0.3222 -3.7699 -2.6736 0.265
H 0.3394 -5.1147 -1.5144 0.234
H 2.3025 -4.7377 0.1727 0.254
H 2.9470 -3.2202 2.0631 0.285
C 2.5089 0.7652 -1.5987 -0.287
O 1.9278 1.2230 -0.3846 -0.342
H 3.4260 0.2317 -1.3291 0.232
H 2.7465 1.6418 -2.1956 0.240
H 1.8133 0.0983 -2.1129 0.227
C -1.3400 -1.2399 2.0020 -0.249
O -0.5237 -0.0438 2.1400 -0.710
H -2.2177 -1.1334 2.6338 0.227
H -0.7693 -2.1220 2.2877 0.198
H -1.6395 -1.3001 0.9599 0.206
H -0.2623 0.0592 3.0659 0.525

2.
19
Properties=species:S:1:pos:R:3:nbo_charge:R:1 method="wB97M-V/def2-TZVPD" orbital_gap_ev="2.93 / 4.65" charge=-1 spin_multiplicity=2
C 0.6524 1.3688 -2.2349 -0.673
C 0.5079 0.5427 -0.9729 0.009
C 0.2173 1.1336 0.2741 -0.446
N -1.1564 1.0640 0.8957 -0.914
N -0.0107 -0.7869 -1.1885 -0.866
H -0.2900 1.3534 -2.8334 0.136
H 1.4163 1.0075 -2.9416 0.166
H 0.8114 2.4106 -1.9736 0.206
H 0.9318 1.7055 0.8820 0.128
H -1.1475 0.4232 1.6830 0.310
H -1.3258 1.9587 1.3544 0.318
H -0.7826 -0.9507 -0.5493 0.377
H -0.3216 -0.9169 -2.1482 0.319
H -2.3417 -1.9577 1.4217 0.464
H -1.9482 -3.2864 0.7908 0.458
O -1.7211 -2.3462 0.7958 -0.940
H 1.5107 -1.0791 1.8394 0.487
H 2.6708 -0.3842 2.5728 0.453
O 2.3269 -1.2601 2.3328 -0.990

3.
36
Properties=species:S:1:pos:R:3:nbo_charge:R:1 method="wB97M-V/def2-TZVPD" orbital_gap_ev=6.79 smiles="COc1ccc(C2=CCc3ccccc3O2)cc1.B" charge=0
C -2.4675 -1.1552 7.5010 -0.257
O -1.1966 -0.6016 7.0857 -0.495
C -0.5761 -1.2264 6.0476 0.321
C 0.7134 -0.7585 5.6512 -0.271
C 1.3932 -1.4187 4.6262 -0.160
C 0.8345 -2.5254 3.8989 -0.063
C 1.5145 -3.1448 2.8206 0.283
C 2.6370 -2.5524 2.2471 -0.279
C 3.4454 -3.5807 1.5502 -0.478
C 2.6368 -4.4612 0.6433 -0.081
C 3.2337 -5.2749 -0.3722 -0.189
C 2.4502 -6.2234 -1.0244 -0.229
C 1.1889 -6.5272 -0.5050 -0.207
C 0.6915 -5.8765 0.6236 -0.257
C 1.4067 -4.8243 1.1847 0.356
O 0.9074 -4.2940 2.3673 -0.495
C -0.4198 -2.9819 4.3510 -0.174
C -1.1420 -2.3502 5.3643 -0.322
H -2.7234 -0.5159 8.3430 0.204
H -3.1973 -1.0636 6.6807 0.184
H -2.3301 -2.2017 7.8177 0.185
H 1.1180 0.1146 6.1902 0.229
H 2.3844 -1.0368 4.3852 0.206
H 3.1842 -1.7509 2.7915 0.219
H 4.3063 -3.1656 1.0101 0.228
H 3.5083 -4.1751 2.4752 0.228
H 4.2912 -5.0997 -0.6261 0.217
H 2.8773 -6.7481 -1.8891 0.217
H 0.6018 -7.2668 -1.0636 0.216
H -0.2602 -6.1805 1.0140 0.220
H -0.8619 -3.8446 3.8673 0.223
H -2.1476 -2.7290 5.6354 0.221
B 7.2385 -5.2431 2.3794 0.265
H 7.3386 -4.1987 1.7068 -0.090
H 6.9123 -5.0415 3.5815 -0.088
H 6.5686 -6.1529 1.8717 -0.088

4.
16
Properties=species:S:1:pos:R:3:nbo_charge:R:1 method="wB97M-V/def2-TZVPD" orbital_gap_ev=9.03 charge=0
H -3.3006 -1.3304 0.8223 0.366
N -2.7171 -0.3293 0.5888 -0.640
C -1.4512 -0.3780 0.1572 0.379
C -0.4900 -1.3604 0.2561 -0.294
C 0.8719 -1.3933 0.1453 -0.108
C 1.6743 -0.0320 -0.1703 -0.461
C 0.6152 0.8114 -0.9558 -0.068
C -0.0285 1.8564 -0.0734 -0.233
N -0.7866 0.7244 -0.6001 -0.431
H -0.8702 -2.2578 0.8853 0.210
H 1.5566 -2.0348 0.8980 0.219
H 2.1046 0.2804 0.6849 0.216
H 2.4097 -0.1445 -1.0349 0.229
H 0.6086 0.9227 -2.1556 0.230
H -0.4627 2.7487 -0.3840 0.201
H 0.2661 1.9165 0.9363 0.187

5.
6
Properties=species:S:1:pos:R:3:nbo_charge:R:1 method="wB97M-V/def2-TZVPD" orbital_gap_ev=7.93 charge=0
C 0.6799 0.5026 -0.1332 -0.121
N -0.8471 -0.5441 0.0735 -0.770
S 2.0573 -0.2159 0.0415 0.176
Cl -2.3702 0.1721 0.0186 0.124
H 0.2898 1.4862 -0.2477 0.207
H -0.7575 -1.4767 0.4335 0.385

6.
68
Properties=species:S:1:pos:R:3:nbo_charge:R:1 method="wB97M-V/def2-TZVPD" orbital_gap_ev=10.05 smiles="O=C1NCC[C@H]1CCC(F)=C(F)F.CCOS(C)(=O)=O.CCOS(C)(=O)=O.CCOS(C)(=O)=O" charge=0
O -1.2903 2.7690 0.4231 -0.583
C -1.3509 1.7191 1.0828 0.697
N -2.6518 1.2693 1.6184 -0.654
C -2.5006 -0.0665 2.2508 -0.238
C -0.9939 0.0156 2.7801 -0.411
C -0.2357 0.6570 1.5060 -0.341
C -0.2686 -0.5464 0.4525 -0.393
C 0.9127 -0.5298 -0.6237 -0.468
C 0.5764 -1.6951 -1.6785 0.273
F -0.1260 -1.3611 -2.8801 -0.328
C 0.9764 -3.0120 -1.3210 0.639
F 1.1429 -4.0462 -2.2853 -0.320
F 1.2152 -3.4043 0.0078 -0.311
H -3.3246 1.2965 0.8378 0.394
H -3.1995 -0.3420 3.1086 0.215
H -2.7722 -0.8463 1.4679 0.184
H -0.9286 0.5938 3.7682 0.233
H -0.5971 -1.0074 3.1125 0.217
H 0.7644 1.0800 1.8233 0.256
H -0.2243 -1.5400 1.0218 0.224
H -1.2561 -0.5509 -0.1336 0.217
H 1.9128 -0.7016 -0.1075 0.251
H 0.9545 0.4757 -1.1684 0.250
C -4.0238 5.8058 2.2065 -0.639
C -2.8224 4.9774 2.6215 -0.086
O -2.3791 5.3176 3.9385 -0.719
S -3.2022 4.7388 5.2013 2.366
C -1.9993 5.1257 6.4410 -0.882
O -3.3002 3.3082 5.0804 -0.934
O -4.3612 5.5632 5.4162 -0.927
H -4.9026 5.5494 2.8021 0.221
H -4.2654 5.6330 1.1557 0.217
H -3.8308 6.8706 2.3574 0.214
H -3.0350 3.9073 2.5481 0.208
H -1.9918 5.1875 1.9448 0.205
H -1.0981 4.5452 6.2510 0.249
H -2.4206 4.8591 7.4099 0.252
H -1.7894 6.1938 6.4071 0.253
C -1.1848 -4.1510 -4.5876 -0.638
C -1.8736 -2.9691 -5.2347 -0.080
O -1.9068 -3.0866 -6.6586 -0.718
S -3.0032 -4.0691 -7.3242 2.365
C -2.8342 -3.4898 -8.9882 -0.882
O -4.3087 -3.7101 -6.8379 -0.930
O -2.5143 -5.4202 -7.2585 -0.926
H -1.7755 -5.0611 -4.7130 0.223
H -1.0484 -3.9738 -3.5195 0.217
H -0.2094 -4.3293 -5.0459 0.217
H -2.8823 -2.8320 -4.8349 0.194
H -1.3090 -2.0631 -5.0060 0.201
H -3.1506 -2.4490 -9.0329 0.251
H -3.4729 -4.1042 -9.6221 0.254
H -1.7942 -3.5945 -9.2938 0.252
C 7.4160 -0.3492 -0.3708 -0.641
C 6.3262 -1.3426 -0.0143 -0.078
O 6.2157 -1.5183 1.3992 -0.716
S 5.4498 -0.3846 2.2583 2.366
C 5.2822 -1.3182 3.7525 -0.882
O 4.1426 -0.1736 1.6936 -0.943
O 6.3561 0.7050 2.4998 -0.920
H 7.1484 0.6596 -0.0497 0.226
H 7.5795 -0.3281 -1.4503 0.218
H 8.3535 -0.6085 0.1263 0.218
H 5.3650 -1.0464 -0.4441 0.194
H 6.5796 -2.3187 -0.4337 0.197
H 4.6405 -2.1769 3.5616 0.251
H 4.8291 -0.6700 4.5022 0.255
H 6.2703 -1.6356 4.0823 0.256

7.
8
Properties=species:S:1:pos:R:3:nbo_charge:R:1 method="wB97M-V/def2-TZVPD" orbital_gap_ev="9.18 / 6.88" charge=0 spin_multiplicity=3
C 1.5470 0.0225 1.3859 -0.238
C 0.8109 0.7257 0.7101 0.053
N 0.1157 1.7654 -0.0101 0.204
O -1.0462 1.9334 0.2976 -0.164
O 0.8092 2.4925 -0.7116 -0.141
Br -2.3459 -0.5715 -0.3345 -0.148
H -3.0646 0.5643 -0.1911 0.194
H 1.9802 -0.4674 2.2016 0.240

8.
11
Properties=species:S:1:pos:R:3:nbo_charge:R:1 method="wB97M-V/def2-TZVPD" orbital_gap_ev=10.61 smiles="CC(=O)NN" charge=0
C 0.7565 0.9920 -0.6894 -0.739
C -0.2213 0.9071 0.4540 0.675
O -0.3001 1.7848 1.3054 -0.586
N -0.9585 -0.3170 0.4768 -0.481
N -0.4077 -1.4659 -0.1232 -0.683
H 0.4972 0.3354 -1.6508 0.246
H 1.1178 1.9840 -0.9620 0.242
H 1.6549 0.4216 -0.3601 0.237
H -1.3044 -0.4443 1.5186 0.363
H 0.3199 -1.9737 0.5091 0.350
H -1.1542 -2.2239 -0.4784 0.377